Computed, not measured: a molecular structure, C19H28BHgN7Si, with ωB97M-V/def2-TZVPD.

Summary:
ΔE to the lowest compared entry with this formula, charge and spin, eV: 4.874
HOMO energy (alpha / beta), eV: -8.073 / -8.249
Molar mass, g/mol: 593.97

```
57
C19H28BHgN7Si, DFT ωB97M-V/def2-TZVPD
Hg 0.9414 1.1545 -1.4052
Si 2.2030 -2.5684 0.8717
N -1.4747 -0.4952 -1.0179
N -1.5255 2.1836 -0.4672
N -0.3648 1.2338 -3.0016
N -1.7540 1.3934 -3.2828
N -2.7560 2.0833 -1.0878
N 1.3009 -1.2269 1.4551
N -2.6544 -0.3087 -1.7095
C 1.4870 -4.0792 1.7307
C -0.6685 1.5711 -5.2247
C -1.9342 1.5940 -4.6138
C -3.4156 -1.4218 -1.6692
C -1.7180 2.9021 0.6440
C -0.1852 1.2019 3.7194
C 1.8671 2.3061 0.0879
C -0.0505 0.2869 2.6888
C -1.5165 -1.7360 -0.5327
C -3.0711 3.3105 0.7183
C 0.2659 1.3065 -4.1935
C -3.6912 2.7770 -0.4070
C -2.7356 -2.3607 -0.8957
C 2.2952 -0.0730 3.3385
C 1.1978 -0.3868 2.4553
C 0.8995 1.4715 4.5701
C 4.0455 -2.3997 1.1710
C 1.8993 -2.7132 -0.9852
C 2.1395 0.8561 4.3512
B -2.9299 1.1072 -2.2779
H -0.4419 1.7311 -6.2646
H 3.2449 -0.5846 3.1717
H -3.0730 -3.3419 -0.6214
H 1.3427 1.1880 -4.2386
H -0.6928 -2.1192 0.0616
H -4.6995 2.8299 -0.8021
H 2.4406 -1.9401 -1.5447
H 0.4045 -4.1442 1.5465
H -4.0181 1.1843 -2.7770
H 2.9939 1.0982 4.9826
H 4.4296 -1.4565 0.7552
H 4.3028 -2.4295 2.2390
H 2.2679 1.2736 0.3005
H -0.8760 0.0376 2.0198
H 2.5198 2.8783 -0.5705
H 2.2701 -3.6905 -1.3341
H -4.3671 -1.4383 -2.1891
H 4.5727 -3.2294 0.6751
H 0.7776 2.1611 5.4056
H -1.1427 1.7002 3.8696
H 0.8353 -2.6443 -1.2388
H -3.5360 3.9102 1.4728
H -2.9645 1.7215 -4.9873
H -0.9183 3.0857 1.3562
H 1.2888 2.8023 0.8647
H 1.6347 -4.0202 2.8185
H 1.3492 -0.5315 -1.3653
H 1.9582 -5.0020 1.3637
```

These are the natural (NBO) partial charges, in e, on atoms 1 to 5: atom 1 (Hg): 1.340, atom 2 (Si): 1.774, atom 3 (N): -0.329, atom 4 (N): -0.327, atom 5 (N): -0.457


Computed, not measured: a molecular structure, C19H28BN7SiSn, with ωB97M-V/def2-TZVPD.

Summary:
ΔE to the lowest compared entry with this formula, charge and spin, eV: 0.000
HOMO energy (alpha / beta), eV: -14.811 / -14.816
Charge: +2
Molar mass, g/mol: 512.09

```
57
C19H28BN7SiSn, DFT ωB97M-V/def2-TZVPD
Sn -0.2566 0.2998 -0.9203
Si -0.7515 2.4592 1.5719
N -0.1704 -2.0906 -3.0580
N -2.3328 -0.6304 -1.2178
N -0.7577 -3.0381 -0.8270
N 0.5618 -1.0697 -2.5149
N 0.1443 0.9588 1.2412
N -2.4995 -1.7367 -2.0162
N -0.3196 -2.0240 -0.0102
C 1.5132 -1.6466 -4.4239
C -4.4903 -0.8065 -1.7480
C 2.2200 2.4272 -1.1526
C -1.7901 2.1208 3.0796
C -0.6248 -4.2247 -0.2090
C 3.7366 -0.1444 3.1599
C -0.0876 -3.9943 1.0505
C 1.3365 0.6329 1.8710
C 0.4028 -2.4587 -4.2161
C -3.7983 -1.8507 -2.3504
C 0.0761 -2.6031 1.1451
C 1.6736 1.1369 3.1619
C 0.4250 3.9149 1.7666
C 3.4267 -0.6474 1.8921
C -3.5459 -0.0655 -1.0432
C 2.2562 -0.2529 1.2440
C -1.8772 2.9275 0.1482
C 1.5810 -0.7715 -3.3475
C 2.8650 0.7527 3.7806
B -1.3371 -2.7551 -2.2516
H 1.2558 3.7182 2.4589
H -2.0787 4.0033 0.2548
H 2.0274 -0.6541 0.2425
H 4.0937 -1.3547 1.3977
H 0.4677 -2.0376 1.9770
H -1.1904 1.8220 3.9490
H -2.8457 2.4166 0.1700
H 3.0921 1.1587 4.7621
H 0.9791 1.8204 3.6604
H 2.2968 0.0048 -3.1127
H -1.4332 2.7955 -0.8489
H 2.1883 -1.6778 -5.2524
H 2.4693 3.0493 -0.2818
H -4.1184 -2.6644 -2.9830
H -5.5429 -0.6050 -1.8134
H -0.1398 4.7717 2.1676
H -1.7192 -3.7719 -2.7877
H 2.1800 1.3820 -0.8285
H -0.9296 -5.1296 -0.7209
H -0.0282 -3.2586 -4.7919
H -2.3591 3.0206 3.3528
H -2.5068 1.3151 2.8643
H 3.0378 2.5107 -1.8836
H -3.6895 0.7981 -0.4154
H 4.6501 -0.4616 3.6551
H 1.2566 2.7119 -1.5990
H 0.8480 4.2226 0.7981
H 0.1594 -4.7264 1.8030
```

These are the natural (NBO) partial charges, in e, on atoms 1 to 5: atom 1 (Sn): 1.831, atom 2 (Si): 1.759, atom 3 (N): -0.305, atom 4 (N): -0.451, atom 5 (N): -0.325


Computed, not measured: a molecular structure, C19H28BrO2Sn, with ωB97M-V/def2-TZVPD.

Summary:
ΔE to the lowest compared entry with this formula, charge and spin, eV: 1.581
HOMO energy (alpha / beta), eV: -11.514 / -11.665
Charge: +1
Molar mass, g/mol: 487.05

```
51
C19H28BrO2Sn, DFT ωB97M-V/def2-TZVPD
Sn 0.6693 -1.8766 1.4530
Br 1.9319 -4.0966 1.7350
O 0.1384 0.4394 -0.2994
O 0.2644 -1.5674 -2.5317
C 1.7624 0.1014 3.9930
C -1.4687 -0.6375 4.6225
C -1.4235 -1.6881 3.6829
C 1.0791 2.1076 3.1160
C 1.1278 0.6351 -1.4144
C -2.0704 0.6473 -1.2149
C 2.1714 0.1398 2.6139
C 1.4007 -2.2472 -4.6278
C -2.1941 0.2314 2.6424
C -2.0777 0.4846 4.0050
C -1.0126 2.6108 -0.0280
C -1.8635 -1.1457 2.4040
C -0.8087 1.4038 -0.9016
C 1.2686 -2.4665 -3.0627
C 0.5012 -1.1623 -5.0346
C 1.7034 1.4247 2.0797
C 1.0722 1.2468 4.2676
C 0.1156 1.6401 -2.1051
C -0.0350 -0.6097 -3.7126
H 0.7116 3.1328 3.1226
H 1.1942 -0.3609 -2.0044
H 2.4560 -1.9542 -4.7772
H 1.8153 -0.8112 4.6341
H -2.6083 0.9414 1.9227
H -1.0964 -0.3302 -3.7166
H -1.2599 -2.7397 3.8769
H 0.5246 1.5090 5.1803
H 1.8609 1.8298 1.0769
H 2.0597 0.9587 -1.0211
H -0.0449 3.1599 0.1002
H 0.5098 0.3653 -3.6161
H 1.0431 -3.5288 -2.8106
H -2.1430 -1.7069 1.5061
H 2.2473 -2.2890 -2.5507
H -0.4092 -1.4935 -5.5708
H -1.9037 -0.3503 -1.6999
H -1.1735 -0.6553 5.6814
H -2.7531 1.1446 -1.9818
H 0.9126 -0.3284 -5.5680
H 0.6356 2.5671 -2.4510
H -2.7109 0.5951 -0.2588
H -2.5150 1.3479 4.5159
H -0.7712 1.2979 -2.7719
H -1.6607 3.3979 -0.5632
H 3.0768 -0.3840 2.2197
H 1.2595 -3.2004 -5.1220
H -1.5092 2.2701 0.9655
```

These are the natural (NBO) partial charges, in e, on atoms 1 to 5: atom 1 (Sn): 1.344, atom 2 (Br): -0.543, atom 3 (O): -0.618, atom 4 (O): -0.568, atom 5 (C): -0.262